A structure of composition C16H26Cl8F12N2O11S4V in a non-equilibrium geometry, computed with wB97M-V/def2-TZVPD.

Geometry (Å):
O 3.4198 -1.2525 0.6276
H -4.4234 -1.7055 -4.5255
O 1.6527 2.0782 -0.3454
H -0.0874 -7.9580 0.6056
O -0.2543 -0.0202 -0.1034
S 2.3911 1.5695 3.0365
H -0.4031 2.5501 -5.5315
O -2.5482 -0.6305 4.4355
C 2.8628 1.7384 -1.0630
C 4.0733 2.3364 2.4627
Cl -1.2476 -2.7809 -2.2440
F -0.0199 2.4290 5.5871
C -0.0288 -3.8998 -2.7167
V 0.1864 0.9278 1.0626
F 2.7265 -3.3296 2.8914
H 0.2312 -4.8499 0.9448
O 1.3423 2.5643 2.7291
F 1.0284 -2.8440 1.6395
O -3.0724 2.3726 4.0525
F 4.9047 2.5691 3.4931
H -3.9742 0.7911 -4.0633
Cl 1.6629 -6.2529 2.1901
Cl -1.1362 -6.7522 -1.0314
F -0.1342 0.3143 4.9274
O 3.9455 -0.6613 2.9858
H 1.8090 3.6231 -6.1084
H 2.0609 4.0257 -0.0622
F 4.8051 1.5414 1.5664
H -0.4403 4.5652 -0.6833
S -2.2075 -0.4278 3.0369
Cl -2.9408 0.5895 -1.9695
C -3.8975 -0.1383 2.1082
C -3.4879 -0.0126 -3.5104
Cl 1.9300 -2.0047 -1.9218
H 3.6792 2.4305 -0.8565
C 1.8308 -2.3907 2.6066
H -2.5672 -0.2577 -4.0398
F -4.7220 -1.2128 2.4204
C -2.2500 3.2275 -0.0332
F 1.1515 -2.0820 3.7093
Cl 0.0047 1.7360 -3.3504
F -1.6368 1.2000 6.2084
O -1.6756 -1.6314 2.3750
C -4.4151 -1.2653 -3.5284
C -0.3974 -6.9149 0.5431
H 1.4852 4.0610 -4.3623
F -3.6351 -0.2295 0.8153
H 0.9867 -2.4872 -4.0142
C 1.6547 3.2672 -5.0898
S -1.6726 2.0952 3.6352
H 1.4677 3.7032 -1.6334
Cl -6.0691 -0.8280 -3.0484
N 1.9206 0.2388 1.9544
H 0.7507 1.2913 -5.4666
S 2.9210 -0.8855 1.9691
H -2.5232 4.0076 0.6774
F -4.5425 1.0357 2.4503
N -1.3747 0.7644 2.5106
H -1.2195 -6.7346 1.2358
C 1.2291 -3.1666 -3.1970
H 1.2818 -5.8717 -0.0778
H -2.8921 2.4149 0.3069
H -4.0311 -2.1169 -2.9668
C 0.6738 -5.8389 0.8262
C 0.5078 2.2519 -5.0124
Cl 3.3116 2.5727 -4.6610
H -0.4654 -4.6613 -3.3630
H 2.0009 -3.8274 -3.5917
C -0.7971 1.4449 5.1966
C 1.3021 3.4455 -0.5874
C -0.0078 3.8632 0.0296
O 2.6411 1.1531 4.4286
O -0.8887 2.7243 0.1446
F 3.7434 3.4612 1.7894
O -0.9854 3.3098 3.3224
H -2.5976 3.3677 -1.0567
H 3.2208 0.7420 -0.8041
H 2.6566 1.7633 -2.1330
H 0.0723 4.2655 1.0394
H 0.1430 -4.5010 -1.8238

Calculated values
- HOMO energy (alpha / beta) (eV) = -10.52 / -10.52
- energy above the lowest of the compared OMol25 structures with the same formula, charge and spin (kcal/mol) = 0.0
- charge = 0
- 2S+1 = 2
- ⟨S²⟩ = 0.78
- Kohn-Sham gap (alpha / beta) (eV) = 8.94 / 9.47
- molecular weight (g/mol) = 1113.20

=====

A structure of composition C6H8N2 in a non-equilibrium geometry, computed with wB97M-V/def2-TZVPD.

Geometry (Å):
H 1.4683 1.5968 1.0573
H -2.4264 -0.9405 -1.4374
H 1.3640 2.2193 -1.8085
C 1.0763 0.9795 0.2567
H 0.8922 0.3605 -2.2783
C -1.4564 -0.4397 -0.8476
N -0.9635 0.6650 -1.3236
C 0.2189 -1.1277 1.2842
N -0.1253 1.3974 -0.3907
H 2.2412 -0.6152 1.2338
H -2.0431 0.0077 1.1971
H -1.7884 -2.1172 0.5734
C 1.2495 -0.2491 0.9849
C 1.1270 1.2287 -1.2629
H 0.4969 -1.9962 1.9987
C -1.3313 -0.9693 0.7631

Calculated values
- HOMO energy (eV) = -8.92
- energy above the lowest of the compared OMol25 structures with the same formula, charge and spin (kcal/mol) = 182.8
- charge = 0
- Kohn-Sham gap (eV) = 9.83
- molecular weight (g/mol) = 108.14

=====

A cluster of 2 separate species, C4H10N4 in total in a non-equilibrium geometry, computed with wB97M-V/def2-TZVPD.

Geometry (Å):
H 2.5515 -0.3769 -0.8699
N -2.4909 -1.6299 0.9328
H 1.6168 -1.2068 1.2252
H 0.5949 -0.0988 2.2699
H -2.2807 -1.3586 1.8890
H 1.4491 0.7723 -1.6431
H 2.8834 1.3621 -0.8155
C -1.3337 0.7728 -1.2611
N -1.8831 -0.0959 -0.6399
C 1.1527 -0.2407 1.3581
C 2.0995 0.6077 -0.7845
H -0.5637 -1.1703 0.3875
H -2.6520 -2.6271 0.8703
H 0.8607 1.6997 0.6495
H -0.7978 2.5373 -1.9203
C 1.3183 0.7331 0.4770
N -1.0136 1.5759 -2.1181
N -1.5114 -1.2560 -0.0071

Calculated values
- HOMO energy (eV) = -8.51
- energy above the lowest of the compared OMol25 structures with the same formula, charge and spin (kcal/mol) = 88.8
- charge = 0
- Kohn-Sham gap (eV) = 9.43
- molecular weight (g/mol) = 114.15

=====

A cluster of 6 separate species, C38H46FN8O6 in total in a non-equilibrium geometry, computed with wB97M-V/def2-TZVPD.

Geometry (Å):
N -6.7775 4.8947 -4.9444
H 11.5897 -1.9688 6.4680
H -3.6815 -1.6589 -2.1732
C -4.3243 4.9395 -7.2847
N 12.1401 -1.6919 9.7967
N 1.0837 -1.1886 0.4309
C -3.3853 5.1401 -8.2838
H 2.8778 -3.4633 2.1821
C 9.3813 -2.0803 4.0748
C -0.1479 -1.6088 0.7928
H -7.3744 -0.5754 -2.9914
H 11.8854 -4.5575 5.5307
N 8.9934 -2.8474 5.1171
C 11.5603 -3.0437 4.0236
C 12.1230 -1.7374 7.3831
H 12.5570 -3.1201 3.5990
H -5.9291 4.3274 -5.1909
H -10.6210 -0.8611 -3.7604
C -7.2172 0.0973 -3.9651
H 13.9064 -1.0320 6.4020
C 5.4348 -4.0339 6.6044
H -7.7190 -0.4824 -4.8801
C 11.5334 -1.9540 8.6183
H -5.4310 -0.0694 -1.8519
H -9.4426 -0.4536 -2.3160
H -3.3376 4.4754 -9.1389
H -1.7618 6.4038 -8.9224
H -5.2378 -0.7515 -4.7125
H -4.4250 1.3973 -2.5653
C 11.1910 -3.8460 5.0983
C -6.5162 5.6729 -3.6744
C 3.8158 -5.5288 5.6512
C 0.7199 -3.3593 2.1570
H 10.5274 -2.3560 8.6955
O -6.4984 2.8953 -2.0474
C 0.1458 1.1767 -2.1274
H -3.0722 -1.0212 -3.8404
C 2.0012 -2.9515 1.8013
N -2.2792 -0.0084 -1.9795
H -1.3902 -2.9692 1.9036
C -9.5980 1.2466 -3.9844
H 10.8964 -1.5045 2.6606
C -4.7437 0.2784 -2.7395
C -8.0022 1.5589 -3.7811
O -8.3549 1.7327 -1.0635
H -11.5351 1.4263 -0.3820
C -2.5104 6.2141 -8.1587
C 10.6399 -2.1429 3.4984
N -4.4379 5.7254 -6.1916
F -5.0861 5.7847 -3.2243
C -2.6038 7.0426 -7.0452
C -10.1937 0.0195 -3.0774
C 4.2788 -5.1509 4.4011
H 8.6289 -1.3911 3.7026
H -7.8136 2.0335 -5.8690
N -7.5484 2.4209 -4.9373
H -11.8766 1.5832 -2.4309
C 14.0625 -0.9345 8.5484
C -0.3788 -2.6765 1.6453
C 13.3920 -1.1886 9.7341
C 5.8266 -3.7168 5.3136
H 3.8510 -5.5714 3.4953
H 6.6209 -2.9991 5.1302
H -12.4261 -0.2198 -2.2819
H -10.3094 2.1684 -3.8284
C -1.2718 0.6979 -2.8609
H 0.2257 0.5454 -1.1306
C -3.5736 6.7591 -6.0970
H 0.0321 2.3357 -1.9249
H 3.0134 -6.2512 5.7485
H 5.9177 -3.5716 7.4578
H -3.6840 7.3742 -5.2083
H 3.1101 -1.5115 0.6405
H 0.5785 -4.2023 2.8270
O -1.4348 0.9866 -4.1663
H -9.7319 0.9279 -5.1252
C 4.4085 -4.9574 6.7726
H 15.0672 -0.5275 8.5577
H -5.2491 1.1295 -4.8367
H 4.0734 -5.2300 7.7691
H -1.9372 7.8880 -6.9186
H -2.6942 0.7490 -1.3809
H -5.0315 4.1169 -7.3383
N 5.2716 -4.2561 4.2061
C -3.3856 -0.6748 -2.7674
O -9.1256 4.3821 -4.5384
C 13.4123 -1.2165 7.3515
H -0.9728 -1.0463 0.3644
H 9.5709 -4.3201 6.4405
O -11.1503 0.5433 -0.7029
H 13.8585 -0.9886 10.6947
C -11.5047 0.5065 -2.1609
C 2.1310 -1.8699 0.9450
C -7.9110 3.8789 -4.7708
C -7.5826 2.1085 -2.2942
C 9.9080 -3.7137 5.6044
O -7.4189 6.3119 -2.9265
H 1.0003 0.9144 -2.8890
C -5.5960 0.2429 -4.1569

Calculated values
- HOMO energy (eV) = -4.26
- charge = -1
- Kohn-Sham gap (eV) = 5.60
- molecular weight (g/mol) = 729.83